# 1
Computed, not measured: a molecular structure, C6H12Cl6NiO4P at a distorted geometry, with ωB97M-V/def2-TZVPD.

Summary:
- Spin multiplicity: 3
- <S²>: 2.008
- Highest occupied orbital energy (spin up / spin down): -3.939 / -3.769 eV
- Net charge: -1

```
30
C6H12Cl6NiO4P, DFT ωB97M-V/def2-TZVPD
O -0.465 2.910 -0.913
C -3.697 -1.521 -3.451
H -1.736 -1.902 -4.132
H -4.142 -2.178 -4.197
H -3.680 -2.084 -2.521
Cl -1.516 -0.347 -2.399
Cl 3.243 -0.304 2.210
O 1.699 4.099 -1.682
H 0.270 -0.038 3.847
Cl -0.561 0.131 1.745
C 3.453 -1.845 1.394
Ni -0.070 1.011 -0.745
Cl 1.438 -1.286 -0.431
H -2.336 -0.246 -4.573
H 3.782 -2.618 2.090
O 1.528 1.899 -0.090
H 4.238 -1.721 0.651
H 1.427 -2.596 1.532
P 1.076 2.802 -1.273
H -1.383 0.417 4.027
H 0.932 2.198 3.118
H -0.082 2.509 4.533
C -0.487 0.636 3.446
Cl -4.828 -0.130 -3.179
C -0.070 2.091 3.530
O 0.915 1.694 -2.366
C -2.306 -1.028 -3.822
C 2.168 -2.367 0.762
Cl -1.156 3.152 2.591
H 2.345 -3.339 0.298
```

Atom charges from the Mulliken analysis, given in e for atoms 1 to 4: -0.599 -0.451 0.250 0.335

=====

# 2
Computed, not measured: a gas-phase ion, C6H12ClF2N2O2 (charge +1) at a distorted geometry, with ωB97M-V/def2-TZVPD.

Summary:
- SMILES: [NH3+]CCC[C@H](NC(F)(F)Cl)C(=O)O
- Highest occupied orbital energy: -13.516 eV
- Net charge: +1

```
25
C6H12ClF2N2O2, DFT ωB97M-V/def2-TZVPD
N 0.580 -1.372 2.590
O 0.221 -2.162 0.191
H -2.000 0.319 -1.707
H 1.789 0.248 1.032
H -0.460 0.220 3.024
C 0.869 0.661 1.331
H -0.305 1.694 0.004
H -0.509 -1.665 -2.642
F -1.913 1.840 -3.739
N -1.002 0.239 -2.086
H 1.061 1.767 1.427
C 0.502 0.112 2.606
C 0.008 -0.101 -1.039
H 1.118 0.517 3.484
F -0.556 2.683 -2.160
C -0.014 -1.673 -0.871
H 0.560 -1.760 1.610
H 1.431 -1.721 3.150
C -0.310 0.584 0.310
H -1.253 0.133 0.787
H 0.908 0.228 -1.476
Cl 0.580 1.613 -4.123
H -0.135 -1.810 3.248
O -0.437 -2.275 -1.911
C -0.732 1.680 -3.040
```

Atom charges from the Mulliken analysis, given in e for atoms 1 to 4: -0.266 -0.661 0.240 0.469

=====

# 3
Computed, not measured: a single C6H12ClN molecule at a distorted geometry, with ωB97M-V/def2-TZVPD.

Summary:
- SMILES: C/C=C(\C)[C@@H](Cl)CN
- Highest occupied orbital energy: -9.218 eV
- Net charge: 0

```
20
C6H12ClN, DFT ωB97M-V/def2-TZVPD
H -1.607 -1.120 -1.215
H 0.638 2.651 0.385
C 0.476 0.534 0.090
H 0.568 -1.218 -1.024
H -3.553 -1.763 -0.185
H 2.193 1.733 0.704
H -3.266 -0.847 1.184
C 1.137 -0.435 -0.537
N -3.101 -0.909 0.181
C -1.689 -0.902 -0.135
H 3.169 0.269 -0.273
C 1.080 1.737 0.801
H 2.977 -1.473 -0.194
H 0.824 1.682 1.854
C 2.617 -0.564 -0.711
C -1.063 0.458 0.183
Cl -1.752 1.734 -0.917
H -1.133 -1.686 0.412
H -1.384 0.807 1.158
H 2.869 -0.687 -1.763
```

Atom charges from the Mulliken analysis, given in e for atoms 1 to 4: 0.378 0.312 0.461 0.254

=====

# 4
Computed, not measured: a single C6H12ClN3O2S molecule at a distorted geometry, with ωB97M-V/def2-TZVPD.

Summary:
- Spin multiplicity: 3
- <S²>: 2.012
- Highest occupied orbital energy (spin up / spin down): -7.256 / -10.038 eV
- Net charge: 0

```
25
C6H12ClN3O2S, DFT ωB97M-V/def2-TZVPD
H -1.774 1.389 -1.280
C -2.009 0.390 -0.989
H -0.397 0.011 1.677
N 1.524 2.344 0.043
N -0.815 0.664 1.027
C 1.984 -0.832 0.480
C -1.226 -0.167 0.069
H -0.838 2.363 2.249
O -1.152 -2.759 -0.506
H 2.354 -2.210 -1.873
H 1.807 -1.069 1.642
H 3.003 -1.258 0.064
H 0.540 -2.570 -2.077
O -0.449 -1.918 1.730
H 1.841 0.254 0.179
C 0.550 2.792 0.494
C 1.303 -1.843 -1.677
H 0.383 3.877 0.626
H -2.407 -0.440 -1.572
Cl -3.760 0.782 -0.265
N 1.094 -1.742 -0.207
S -0.490 -1.819 0.269
H -1.544 2.598 0.796
C -0.685 2.042 1.210
H 1.163 -0.879 -2.110
```

Atom charges from the Mulliken analysis, given in e for atoms 1 to 4: 0.363 -0.581 0.263 -0.518

=====

# 5
Computed, not measured: a molecular structure, C6H12HgO10 at a distorted geometry, with ωB97M-V/def2-TZVPD.

Summary:
- Highest occupied orbital energy: 1.171 eV
- Net charge: -2

```
29
C6H12HgO10, DFT ωB97M-V/def2-TZVPD
O 2.110 1.583 0.542
C -0.142 -1.838 2.240
O 1.327 -1.269 -1.020
C 1.753 -0.525 -2.150
O -2.296 1.295 -0.195
H -2.099 -0.925 2.075
C 0.568 -0.170 -2.994
C 1.789 2.862 0.619
O -2.604 3.320 0.689
H 2.236 0.341 -1.683
H 1.873 -2.024 -0.799
H -0.041 -1.021 -3.314
H -2.420 -1.455 -0.044
H 2.442 -1.058 -2.812
O -1.310 1.877 1.610
H 1.145 -0.686 2.908
C -2.284 2.091 0.794
O -0.260 0.714 -2.271
O 0.586 -0.637 2.128
O 1.969 3.537 1.684
H 0.420 -2.632 1.731
H -2.080 -2.682 1.749
O 0.798 3.178 -0.136
Hg 0.027 0.551 0.020
H 0.902 0.301 -3.925
H -1.169 0.656 -2.580
C -1.529 -1.744 1.632
O -1.494 -1.506 0.212
H -0.217 -2.134 3.290
```

Atom charges from the Mulliken analysis, given in e for atoms 1 to 4: -0.815 -0.527 -0.457 -0.585

=====

# 6
Computed, not measured: a gas-phase ion, C6H12IN2 (charge +1) at a distorted geometry, with ωB97M-V/def2-TZVPD.

Summary:
- SMILES: C/N=C(\C)[C@H]1[C@H](I)[N@H+]1C
- Highest occupied orbital energy: -13.132 eV
- Net charge: +1

```
21
C6H12IN2, DFT ωB97M-V/def2-TZVPD
H -2.490 -1.079 -0.399
C 1.342 0.027 0.630
H 1.723 -0.226 1.695
H 0.797 -2.208 1.006
C -2.036 -0.257 -1.032
H 2.276 1.878 0.533
N -0.694 0.022 -0.554
H 0.383 1.731 -1.803
C -0.270 -1.785 1.123
C 2.422 0.058 -0.403
N 1.718 1.299 -0.033
I 4.492 -0.249 0.110
H -0.202 2.264 -0.289
C 0.737 2.114 -0.789
C -0.044 -0.562 0.309
H -0.328 -1.489 2.126
H -1.195 -2.400 0.884
H 2.069 -0.307 -1.371
H -2.585 0.667 -1.028
H 1.143 3.154 -0.838
H -1.840 -0.580 -2.099
```

Atom charges from the Mulliken analysis, given in e for atoms 1 to 4: 0.276 -0.649 0.388 0.308

=====

# 7
Computed, not measured: a molecular structure, C6H12MgN2OP at a distorted geometry, with ωB97M-V/def2-TZVPD.

Summary:
- Highest occupied orbital energy: -0.438 eV
- Net charge: -1

```
23
C6H12MgN2OP, DFT ωB97M-V/def2-TZVPD
H -1.206 -0.093 4.195
C 0.154 0.158 -2.721
H -0.083 0.796 -3.577
P -0.087 2.520 -0.460
C 0.907 0.678 -1.683
Mg -0.478 -0.516 -0.701
H 1.897 1.149 -1.700
H 0.673 -3.135 -0.232
O -0.174 -0.182 1.191
H 1.164 -0.155 4.090
H 0.117 3.777 -1.099
C -0.526 -1.091 -2.865
C -0.329 -2.288 -2.054
H -2.087 -0.141 2.667
H -1.166 -1.191 -3.722
H 0.985 2.697 0.456
H 1.945 -0.252 2.521
C 0.432 -2.316 -0.914
H -1.085 3.016 0.453
N -1.217 -0.041 3.177
C -0.088 -0.139 2.440
H -0.855 -3.136 -2.534
N 1.106 -0.115 3.073
```

Atom charges from the Mulliken analysis, given in e for atoms 1 to 4: 0.167 0.002 0.148 -0.111

=====

# 8
Computed, not measured: a gas-phase ion, C6H12N (charge +1) at a distorted geometry, with ωB97M-V/def2-TZVPD.

Summary:
- SMILES: C[NH+](C)C1(C)C=C1
- Highest occupied orbital energy: -14.417 eV
- Net charge: +1

```
19
C6H12N, DFT ωB97M-V/def2-TZVPD
H -1.838 -1.963 -0.094
H 1.652 1.576 -1.595
H -2.652 1.635 0.288
C -0.974 -1.451 -0.623
C -1.321 0.213 1.527
H 0.356 0.778 -2.210
H -1.372 -0.330 2.426
C -0.827 0.083 0.117
H -0.224 -2.047 -0.268
H 1.799 -0.155 -1.651
N 0.538 0.605 -0.020
C -1.926 0.937 0.549
H 2.390 0.570 1.080
H -1.330 -1.404 -1.658
H 0.947 -0.246 1.864
H 0.385 1.510 0.164
C 1.131 0.655 -1.417
C 1.476 0.006 0.926
H 1.789 -0.973 0.594
```

Atom charges from the Mulliken analysis, given in e for atoms 1 to 4: 0.388 0.393 0.451 -1.272